Record 1
DFT (ωB97M-V/def2-TZVPD) results for the molecule C4H8O3 in a non-equilibrium geometry.

ΔE to the lowest compared entry with this formula, charge and spin, kcal/mol: 60.8
SMILES string: COC(=O)[C@@H](C)O
Multiplicity: 1
E_HOMO, Ha: -0.369
E_tot, a.u.: -382.867987

Atoms and positions in Å:
C -1.200 1.592 -1.380
O -0.377 0.471 -1.103
C 0.592 0.716 -0.028
O 1.157 1.754 0.122
C 0.262 -0.460 0.847
C 0.608 -1.841 0.325
O 0.545 -0.296 2.215
H -1.834 1.862 -0.518
H -1.851 1.360 -2.230
H -0.540 2.420 -1.618
H -0.779 -0.263 0.347
H 0.422 -1.884 -0.749
H -0.043 -2.565 0.826
H 1.649 -2.126 0.516
H 1.387 -0.739 2.427

---

Record 2
DFT (ωB97M-V/def2-TZVPD) results for a 10-piece molecular cluster, C22H65NO19 overall in a non-equilibrium geometry.

ΔE to the lowest compared entry with this formula, charge and spin, kcal/mol: 46.7
SMILES string: COC[C@H](C)N.OCCO.OCCO.OCCO.OCCO.OCCO.OCCO.OCCO.OCCO.OCCO
Multiplicity: 1
E_HOMO, Ha: -0.358
E_tot, a.u.: -2361.310980

Atoms and positions in Å:
C 0.830 1.688 -0.539
C -0.446 0.944 -0.975
C -0.251 -0.609 -0.907
O 0.088 -0.901 0.404
C 0.604 -2.238 0.506
N -1.462 1.314 -0.046
H 1.621 1.318 -1.191
H 1.217 1.507 0.464
H 0.553 2.740 -0.601
H -0.756 1.246 -1.975
H 0.554 -0.830 -1.609
H -1.181 -1.108 -1.178
H 0.040 -3.051 0.050
H 0.714 -2.550 1.545
H 1.604 -2.160 0.079
H -1.235 2.279 0.146
H -1.312 0.888 0.858
C 0.478 -1.060 4.495
C 0.091 0.295 3.861
O 0.707 1.430 4.477
O -0.015 -1.262 5.770
H 1.566 -1.126 4.529
H 0.120 -1.862 3.850
H -0.965 0.564 3.886
H 0.389 0.258 2.814
H 0.567 1.338 5.422
H 0.131 -0.439 6.243
C 3.442 -0.079 1.061
C 3.521 0.947 2.179
O 4.866 1.347 2.273
O 4.292 -1.188 1.432
H 3.871 0.346 0.153
H 2.420 -0.360 0.804
H 3.269 0.513 3.147
H 2.894 1.821 2.004
H 5.110 1.533 3.182
H 5.121 -0.800 1.720
C 0.788 -1.427 -4.929
C 1.836 -2.137 -4.037
O 1.286 -3.354 -3.509
O -0.235 -0.763 -4.078
H 0.200 -2.136 -5.511
H 1.202 -0.767 -5.692
H 2.126 -1.478 -3.218
H 2.685 -2.351 -4.686
H 1.906 -3.721 -2.875
H -0.978 -0.637 -4.672
C 0.636 3.352 -4.608
C 1.731 2.298 -4.306
O 3.030 2.848 -4.506
O 0.776 4.400 -3.637
H -0.344 2.878 -4.544
H 0.751 3.827 -5.583
H 1.520 1.499 -5.017
H 1.531 2.009 -3.275
H 3.392 3.121 -3.660
H 0.519 5.216 -4.072
C -3.466 -1.570 2.374
C -3.416 -2.017 3.822
O -2.722 -3.237 3.972
O -4.150 -0.366 2.307
H -3.878 -2.352 1.736
H -2.412 -1.420 2.138
H -4.416 -2.011 4.255
H -2.799 -1.312 4.379
H -2.342 -3.177 4.852
H -4.126 -0.093 1.387
C -3.607 -0.532 -4.876
C -3.409 -1.640 -3.843
O -3.600 -2.905 -4.424
O -2.568 -0.572 -5.817
H -3.530 0.410 -4.333
H -4.567 -0.736 -5.348
H -4.286 -1.395 -3.244
H -2.503 -1.646 -3.238
H -2.749 -3.322 -4.269
H -2.595 -1.443 -6.219
C 5.353 -3.899 3.773
C 4.204 -4.442 2.838
O 3.146 -3.509 2.744
O 6.436 -4.774 3.638
H 4.944 -3.949 4.782
H 5.788 -2.931 3.525
H 3.775 -5.368 3.220
H 4.616 -4.605 1.842
H 3.456 -2.740 2.259
H 6.760 -4.806 2.735
C -6.137 1.307 -1.494
C -4.587 1.451 -1.401
O -4.056 0.550 -0.418
O -6.361 0.047 -2.156
H -6.566 2.156 -2.027
H -6.635 1.341 -0.525
H -4.286 2.494 -1.304
H -4.226 1.180 -2.393
H -3.148 0.845 -0.316
H -6.097 -0.673 -1.578
C 1.053 4.322 2.527
C 0.099 5.489 2.228
O -1.024 5.454 3.049
O 0.506 3.080 2.213
H 1.325 4.314 3.583
H 1.973 4.444 1.956
H -0.235 5.442 1.192
H 0.536 6.486 2.172
H -1.460 4.649 2.760
H 0.576 2.611 3.047

---

Record 3
DFT (ωB97M-V/def2-TZVPD) results for a 2-piece molecular cluster, C4H4O overall in a non-equilibrium geometry.

ΔE to the lowest compared entry with this formula, charge and spin, kcal/mol: 124.8
Multiplicity: 1
E_HOMO, Ha: -0.345
E_tot, a.u.: -229.829144

Atoms and positions in Å:
C 1.842 0.659 -0.689
C 2.057 0.602 0.493
C -1.620 -0.836 0.116
C -0.892 0.219 0.793
O -1.480 0.554 -0.268
H 1.771 0.748 -1.768
H 2.106 0.470 1.519
H -1.067 -1.469 -0.567
H -2.717 -0.947 0.372

---

Record 4
DFT (ωB97M-V/def2-TZVPD) results for the molecule C22H25NO8.

ΔE to the lowest compared entry with this formula, charge and spin, kcal/mol: 25.0
SMILES string: CC/C=C\[C@H](O)[C@H](O)C1=C(C)C(=O)[C@]2(O1)C(=O)N[C@@](OC)(C(=O)c1ccccc1)[C@H]2O
Multiplicity: 1
E_HOMO, Ha: -0.336
E_tot, a.u.: -1509.988238

Atoms and positions in Å:
C 4.811 0.284 -1.836
H 5.176 0.329 -0.812
H 5.025 1.234 -2.319
H 5.354 -0.500 -2.359
C 3.311 0.001 -1.863
C 3.007 -1.306 -1.197
C 2.166 -2.247 -1.603
C 1.277 -2.191 -2.815
O 0.798 -0.903 -3.142
H 0.558 -0.445 -2.323
H 1.836 -2.524 -3.701
C 0.057 -3.152 -2.681
C -0.886 -2.604 -1.641
C -2.235 -2.527 -1.607
C -2.599 -1.773 -0.419
O -3.682 -1.429 -0.013
C -1.253 -1.425 0.242
C -1.007 0.099 0.369
O 0.216 0.479 -0.181
H 0.920 -0.089 0.167
H -1.779 0.667 -0.158
C -1.150 0.395 1.897
N -1.113 -0.913 2.501
C -1.147 -1.976 1.673
O -1.090 -3.135 1.980
H -0.954 -1.035 3.490
O -2.381 1.042 2.075
C -2.800 1.191 3.417
H -3.081 0.229 3.854
H -2.024 1.664 4.029
H -3.675 1.836 3.377
C 0.066 1.218 2.400
O 1.002 0.618 2.884
C 0.034 2.680 2.262
C 0.931 3.411 3.049
C 0.955 4.788 2.985
C 0.094 5.454 2.125
C -0.785 4.737 1.329
C -0.823 3.356 1.394
H -1.507 2.808 0.768
H -1.447 5.257 0.654
H 0.112 6.533 2.073
H 1.645 5.345 3.601
H 1.594 2.872 3.709
O -0.272 -2.011 -0.586
C -3.255 -3.059 -2.551
H -4.031 -3.570 -1.985
H -3.728 -2.239 -3.091
H -2.802 -3.743 -3.261
O -0.567 -3.307 -3.924
H -0.672 -2.424 -4.306
H 0.399 -4.149 -2.379
H 2.080 -3.160 -1.032
H 3.574 -1.488 -0.291
H 2.955 -0.006 -2.892
H 2.789 0.805 -1.334

---

Record 5
DFT (ωB97M-V/def2-TZVPD) results for the molecule C2HN3 in a non-equilibrium geometry.

ΔE to the lowest compared entry with this formula, charge and spin, kcal/mol: 0.8
SMILES string: N#CNC#N
Multiplicity: 1
E_HOMO, Ha: -0.404
E_tot, a.u.: -241.026270

Atoms and positions in Å:
C 1.181 0.003 0.046
C -1.206 0.068 -0.012
H -0.066 1.639 -0.072
N 2.225 -0.453 -0.027
N 0.016 0.645 0.008
N -2.210 -0.488 0.000